1.
12
Properties=species:S:1:pos:R:3:forces:R:3 method="wB97M-V/def2-TZVPD" e_homo_ev="-8.83 / -8.83" smiles="C1=C=NC=NC=1.N" gap_ha="0.32781 / 0.32779"
C -0.044 -0.010 0.247 -0.643 0.151 0.184
C -1.125 0.257 0.818 0.078 -0.051 -0.427
N -2.355 0.524 0.524 0.290 -0.098 -0.031
C -2.370 0.487 -0.850 -0.081 0.010 -0.238
N -1.347 0.245 -1.659 -0.037 0.012 0.307
C -0.131 -0.008 -1.135 -0.060 0.010 -0.125
H -3.334 0.678 -1.307 0.058 0.020 0.035
H 0.690 -0.193 -1.830 -0.164 0.021 0.172
N 2.362 -0.431 1.080 0.360 -0.034 0.200
H 2.297 -1.427 1.271 0.119 0.155 -0.040
H 3.335 -0.178 0.938 -0.019 -0.140 0.127
H 2.021 0.056 1.903 0.098 -0.056 -0.162

=====

2.
144
Properties=species:S:1:pos:R:3:forces:R:3 method="wB97M-V/def2-TZVPD" e_homo_ev=-11.30 charge=+1 gap_ha=0.26533
C 5.555 -1.719 0.777 -0.359 0.144 -0.055
N 5.652 -0.952 -0.484 -0.059 0.122 0.578
C 5.207 0.418 -0.287 1.224 -0.096 0.178
O 3.817 0.516 0.070 0.011 -0.324 0.031
C 2.991 0.244 -0.934 -0.504 -0.101 -0.116
O 3.327 0.069 -2.066 0.271 -0.035 -0.654
C 1.535 0.152 -0.535 -0.099 0.151 0.682
C 1.207 -0.147 0.778 -0.214 0.100 -0.458
C -0.117 -0.256 1.164 0.284 -0.172 0.551
C -0.357 -0.627 2.616 0.186 -0.482 0.334
N 0.218 0.365 3.491 -0.235 0.222 -0.617
C -0.626 1.549 3.674 0.883 0.225 0.636
N -1.107 -0.059 0.270 0.210 0.442 0.058
C -2.513 -0.172 0.721 -0.356 -0.646 -0.052
C -2.983 -1.620 0.581 -0.387 0.018 -0.381
C -4.477 -1.797 0.957 0.779 0.229 -0.179
C -5.294 -2.446 -0.155 -0.713 -0.567 0.287
O -6.090 -1.477 -0.872 0.815 0.549 0.328
C -5.699 -1.297 -2.153 -0.247 0.487 -0.242
O -5.734 -2.134 -2.985 0.217 -0.980 -0.599
C -0.822 0.232 -1.024 0.282 0.158 -1.160
C -1.924 0.429 -2.043 -0.498 -0.347 1.121
C -2.636 1.800 -1.926 0.160 -0.762 -0.234
C -2.204 2.844 -2.951 -0.115 -0.247 0.141
F -3.313 3.521 -3.351 0.146 0.395 0.242
F -1.714 2.273 -4.068 0.080 -0.227 0.116
C -1.127 3.850 -2.449 -0.410 0.370 -1.344
F -0.163 3.207 -1.764 -0.268 -0.058 0.450
F -0.541 4.363 -3.548 0.024 0.189 0.064
C -1.655 5.083 -1.662 0.848 0.179 0.489
F -2.366 5.900 -2.435 -0.416 -0.415 -0.096
F -0.550 5.776 -1.298 0.120 -0.241 0.127
C -2.408 4.795 -0.337 0.079 1.492 0.386
F -3.641 4.343 -0.523 0.135 -0.583 -0.101
F -1.688 3.976 0.440 -0.276 -0.550 -0.215
F -2.508 5.948 0.325 -0.081 0.009 -0.077
C 0.497 0.337 -1.465 0.430 -0.023 0.226
N 0.741 0.654 -2.835 -0.185 -0.225 0.543
H 5.249 -1.044 1.580 0.025 -0.219 0.233
H 6.496 -2.186 1.059 0.104 0.059 -0.117
H 4.818 -2.517 0.687 -0.087 0.034 0.028
H 6.645 -0.852 -0.661 -0.052 -0.098 -0.543
H 5.435 1.001 -1.176 -0.311 -0.022 -0.151
H 5.766 0.849 0.547 -0.521 0.321 0.233
H 1.968 -0.321 1.522 0.031 0.114 0.050
H -1.396 -0.884 2.839 -0.060 0.077 -0.086
H 0.211 -1.548 2.771 -0.092 -0.105 -0.072
H 0.517 -0.037 4.366 -0.053 0.025 0.071
H -1.217 1.769 2.787 -0.154 -0.188 -0.002
H 0.025 2.412 3.820 -0.063 0.081 0.005
H -1.234 1.469 4.577 -0.408 -0.002 -0.239
H -2.598 0.198 1.736 0.144 0.010 0.069
H -3.163 0.451 0.119 0.201 0.153 -0.121
H -2.898 -1.875 -0.479 0.245 -0.097 0.001
H -2.332 -2.318 1.108 0.032 0.079 0.142
H -4.554 -2.399 1.859 -0.070 0.060 0.086
H -4.875 -0.804 1.168 -0.365 -0.137 0.109
H -5.980 -3.171 0.278 -0.163 0.072 -0.053
H -4.687 -2.998 -0.873 0.119 0.003 0.042
H -5.348 -0.290 -2.423 -0.280 0.317 0.461
H -2.671 -0.329 -1.809 -0.094 -0.016 -0.213
H -1.563 0.196 -3.035 0.132 0.291 -0.082
H -2.539 2.145 -0.901 0.080 0.371 -0.088
H -3.701 1.634 -2.084 -0.042 0.148 -0.152
H 1.046 -0.208 -3.282 -0.030 0.102 -0.271
H 1.560 1.251 -2.862 0.014 0.026 -0.241
O -0.118 -7.668 -0.630 2.139 1.038 -1.634
P 0.299 -6.591 0.293 -3.777 -0.303 4.605
O 0.797 -7.302 1.665 0.255 0.418 -0.719
C 1.824 -8.292 1.619 0.297 -0.359 0.061
C 3.197 -7.681 1.419 -0.088 0.180 -0.129
O -1.115 -5.957 0.796 0.400 0.306 -0.210
C -2.352 -6.344 0.195 -0.228 -0.272 0.036
C -2.984 -7.510 0.930 -0.027 0.000 0.192
O 1.012 -5.138 0.537 0.722 -0.951 -2.242
C 2.080 -4.646 -0.287 0.458 0.184 -0.019
C 1.953 -5.026 -1.747 -0.154 -0.115 0.019
H 1.609 -9.025 0.837 -0.085 0.063 -0.018
H 1.790 -8.816 2.574 -0.131 0.095 0.032
H 3.293 -7.263 0.411 0.038 -0.058 0.002
H 3.978 -8.431 1.544 -0.023 -0.022 -0.018
H 3.367 -6.874 2.133 0.004 -0.047 0.051
H -2.215 -6.569 -0.861 0.123 -0.102 0.027
H -3.014 -5.476 0.252 0.121 0.081 0.071
H -2.266 -8.313 1.094 0.050 -0.007 -0.188
H -3.829 -7.907 0.366 -0.006 0.015 0.004
H -3.339 -7.194 1.912 -0.019 0.007 -0.014
H 3.033 -4.991 0.122 -0.034 -0.055 -0.004
H 2.069 -3.559 -0.183 -0.116 -0.028 0.086
H 1.961 -6.112 -1.880 0.044 0.067 -0.012
H 2.782 -4.610 -2.320 0.017 0.014 0.026
H 1.017 -4.648 -2.164 0.015 -0.003 -0.013
O -0.176 7.089 -9.587 -1.691 0.786 2.213
P -0.752 5.752 -9.321 2.332 -3.676 -4.103
O 0.484 4.795 -8.855 -0.629 0.422 0.280
C 1.302 5.184 -7.759 0.273 0.066 0.244
C 0.605 4.965 -6.429 -0.151 0.045 -0.037
O -1.032 5.151 -10.799 -0.312 0.049 0.431
C -0.905 5.961 -11.969 0.227 0.108 -0.279
C 0.491 5.876 -12.552 0.108 -0.168 0.001
O -1.965 4.829 -8.726 -0.008 2.476 1.004
C -2.797 5.268 -7.642 -0.315 -0.076 0.437
C -3.094 6.753 -7.662 0.173 0.071 -0.140
H 1.612 6.227 -7.865 -0.056 -0.004 -0.071
H 2.201 4.569 -7.809 -0.056 -0.051 -0.124
H -0.226 5.668 -6.307 0.046 0.010 0.047
H 1.294 5.116 -5.597 0.016 0.036 -0.025
H 0.198 3.954 -6.371 0.041 -0.019 -0.003
H -1.185 6.992 -11.757 0.103 0.009 0.143
H -1.627 5.579 -12.692 -0.050 -0.117 0.124
H 1.253 6.028 -11.787 -0.078 0.167 0.058
H 0.627 6.625 -13.334 -0.017 -0.014 -0.011
H 0.664 4.889 -12.982 -0.021 0.011 -0.026
H -2.338 4.980 -6.691 0.077 0.001 -0.055
H -3.730 4.709 -7.722 0.093 -0.092 -0.151
H -2.176 7.345 -7.579 -0.075 -0.021 0.039
H -3.743 7.021 -6.829 -0.012 -0.032 0.007
H -3.587 7.034 -8.593 -0.017 0.001 0.020
O 1.270 0.008 7.908 -1.389 1.496 1.911
P 1.753 -0.723 9.106 3.475 -4.351 -1.909
O 3.364 -0.515 9.167 -0.741 0.283 0.242
C 3.913 0.801 9.177 0.243 0.358 -0.004
C 3.763 1.473 10.529 -0.193 -0.089 0.035
O 1.687 -2.282 8.646 -0.203 0.294 0.382
C 1.070 -2.653 7.422 0.067 -0.086 -0.312
C 2.078 -2.686 6.290 0.152 -0.026 -0.103
O 1.532 -1.180 10.652 -1.488 2.170 -0.689
C 0.804 -0.376 11.597 -0.133 0.210 0.566
C -0.374 0.356 10.991 0.060 -0.023 -0.266
H 3.455 1.409 8.392 -0.054 -0.082 -0.014
H 4.970 0.696 8.934 -0.032 -0.155 -0.015
H 2.712 1.705 10.733 0.033 0.052 -0.010
H 4.323 2.407 10.563 -0.009 0.002 -0.033
H 4.120 0.818 11.324 0.058 0.005 -0.020
H 0.236 -1.989 7.193 0.079 0.115 0.007
H 0.649 -3.650 7.566 0.069 0.001 0.154
H 2.684 -1.780 6.262 -0.157 0.117 0.038
H 1.568 -2.796 5.328 0.014 -0.070 0.004
H 2.766 -3.523 6.413 -0.037 -0.031 -0.017
H 1.487 0.325 12.081 0.064 -0.024 -0.095
H 0.451 -1.055 12.374 0.113 -0.149 -0.110
H -0.051 1.051 10.207 -0.036 -0.001 0.094
H -0.897 0.930 11.755 0.017 -0.014 0.030
H -1.076 -0.348 10.542 -0.014 0.008 0.031

=====

3.
22
Properties=species:S:1:pos:R:3:forces:R:3 method="wB97M-V/def2-TZVPD" e_homo_ev=-12.75 charge=+1 gap_ha=0.37383
C -2.619 1.345 -2.122 0.434 1.906 -3.458
C -1.271 0.948 -2.712 4.915 -2.260 5.053
O -0.258 0.646 -1.879 -4.008 1.492 -0.960
N -0.852 0.809 -3.925 -0.331 -0.053 -3.752
H -2.921 0.654 -1.414 -0.096 -1.017 1.887
H -3.489 1.371 -2.841 1.175 0.194 0.344
H 0.107 0.546 -4.197 -0.727 0.256 1.219
H -1.453 0.756 -4.717 -0.775 0.383 -0.347
H -2.398 2.386 -1.789 -0.635 -0.853 0.318
C 2.113 -1.443 3.479 0.478 -1.526 -2.593
C 0.797 -0.475 1.373 -0.979 -0.468 2.949
N -0.413 -0.584 0.727 1.434 -1.857 1.890
N 0.925 -1.253 2.486 -1.270 -2.576 1.050
N 1.696 0.531 1.206 -2.126 -0.686 -1.600
H -1.107 -1.380 0.791 1.837 1.294 0.350
H -0.626 0.066 0.046 -0.229 1.686 -2.407
H 0.137 -2.025 2.568 2.388 2.400 -0.077
H 2.606 0.636 1.576 0.576 -0.673 0.995
H 1.615 1.036 0.352 -0.329 0.423 -0.757
H 2.993 -1.162 2.857 -0.279 -0.630 0.516
H 2.191 -2.570 3.765 -0.275 2.158 -0.713
H 2.228 -0.840 4.370 -1.176 0.406 0.092

=====

4.
80
Properties=species:S:1:pos:R:3:forces:R:3 method="wB97M-V/def2-TZVPD" e_homo_ev="-11.05 / -11.07" charge=+1 spin_multiplicity=4 gap_ha="0.30412 / 0.26025" s2=3.77
Tc -0.652 0.617 -0.565 -0.140 0.290 -0.146
O -3.186 -2.931 3.599 -0.018 -0.099 -0.052
C -2.590 -2.203 2.652 -0.026 -0.037 0.026
C -2.427 -2.655 1.336 -0.066 -0.099 0.074
C -1.812 -1.817 0.444 0.088 0.113 -0.029
N -1.378 -0.622 0.832 -0.006 -0.126 0.090
C -1.524 -0.166 2.076 -0.003 0.059 -0.145
C -2.129 -0.934 3.031 -0.021 -0.040 0.123
C -1.004 1.249 2.230 0.155 0.023 -0.315
O -1.057 1.846 3.265 0.001 0.095 0.085
O -0.497 1.724 1.088 0.021 -0.086 0.202
C -1.563 -2.080 -1.027 0.159 0.371 -0.118
O -1.812 -3.129 -1.543 -0.018 -0.103 -0.064
O -1.033 -1.019 -1.646 -0.065 -0.277 0.018
H -3.485 -3.784 3.255 0.027 0.091 0.035
H -2.779 -3.623 1.001 0.001 0.005 0.023
H -2.256 -0.568 4.040 -0.017 -0.007 -0.011
O 0.183 1.834 -2.010 -0.024 -0.019 -0.065
P 1.128 1.719 -3.204 -0.186 -0.073 0.191
C 2.253 0.348 -2.829 0.017 -0.003 0.026
P 2.616 0.240 -1.048 -0.059 -0.144 0.098
O 1.338 -0.115 -0.298 -0.090 0.143 -0.002
C 3.312 1.793 -0.537 0.037 0.108 0.006
C 4.423 2.327 -1.197 -0.054 0.023 0.016
C 4.937 3.546 -0.795 -0.027 0.008 0.002
C 4.343 4.233 0.259 -0.004 0.000 0.005
C 3.234 3.710 0.907 0.005 0.008 -0.015
C 2.712 2.486 0.511 0.033 -0.015 0.004
C 3.811 -1.070 -0.879 -0.034 -0.145 -0.049
C 5.103 -0.863 -0.403 -0.039 -0.025 0.034
C 5.980 -1.935 -0.315 -0.014 0.018 0.012
C 5.570 -3.202 -0.698 -0.005 -0.012 -0.006
C 4.276 -3.415 -1.159 -0.019 0.010 -0.002
C 3.394 -2.353 -1.250 0.064 0.026 0.035
C 0.289 1.328 -4.724 -0.054 -0.084 -0.016
C 0.314 2.178 -5.829 -0.054 0.013 0.048
C -0.387 1.833 -6.975 0.013 0.017 0.015
C -1.114 0.654 -7.017 0.001 -0.013 0.002
C -1.155 -0.188 -5.911 -0.004 0.003 0.009
C -0.456 0.143 -4.764 0.026 0.004 -0.040
C 2.049 3.226 -3.370 0.089 0.101 0.034
C 3.088 3.334 -4.296 0.008 0.018 0.063
C 3.794 4.520 -4.394 -0.016 0.002 0.003
C 3.462 5.592 -3.572 0.009 -0.016 -0.006
C 2.434 5.481 -2.647 0.033 0.012 0.002
C 1.723 4.295 -2.538 -0.018 -0.030 -0.072
H 3.181 0.405 -3.401 -0.037 0.014 -0.058
H 1.735 -0.578 -3.097 0.082 -0.050 -0.025
H 4.881 1.799 -2.026 0.015 -0.009 0.015
H 5.795 3.966 -1.303 -0.001 -0.008 0.006
H 4.750 5.185 0.575 -0.009 -0.003 -0.009
H 2.769 4.253 1.719 0.007 -0.012 -0.003
H 1.840 2.080 1.008 0.013 0.007 -0.009
H 5.418 0.120 -0.082 0.012 0.020 -0.018
H 6.982 -1.779 0.062 -0.008 0.005 -0.010
H 6.259 -4.034 -0.628 -0.007 0.003 0.002
H 3.955 -4.409 -1.443 0.005 0.007 0.004
H 2.377 -2.522 -1.585 0.011 -0.005 -0.022
H 0.856 3.112 -5.792 0.036 0.003 0.002
H -0.371 2.493 -7.832 0.006 -0.006 0.005
H -1.660 0.390 -7.913 -0.003 0.005 0.007
H -1.737 -1.099 -5.939 0.010 0.003 -0.003
H -0.511 -0.512 -3.902 -0.007 0.013 0.009
H 3.348 2.498 -4.938 -0.023 0.016 -0.019
H 4.597 4.615 -5.113 -0.003 -0.002 0.008
H 4.013 6.520 -3.655 -0.008 -0.006 0.003
H 2.185 6.317 -2.007 -0.007 -0.007 -0.007
H 0.918 4.194 -1.821 0.017 0.006 0.002
F -3.838 5.319 3.207 0.019 -0.055 -0.070
C -3.614 4.438 2.242 -0.024 0.090 0.122
C -2.648 4.689 1.284 0.053 0.128 -0.002
F -1.939 5.816 1.336 -0.019 -0.043 -0.011
C -2.423 3.769 0.283 0.077 0.024 -0.145
F -1.472 4.040 -0.619 -0.051 -0.056 0.052
C -3.130 2.576 0.210 -0.018 -0.135 0.082
S -2.820 1.358 -1.029 0.171 -0.006 -0.055
C -4.089 2.345 1.191 -0.011 -0.018 0.006
F -4.784 1.205 1.200 0.035 0.000 -0.024
C -4.340 3.263 2.195 -0.079 -0.017 0.093
F -5.260 3.014 3.124 0.042 -0.012 -0.058

=====

5.
10
Properties=species:S:1:pos:R:3:forces:R:3 method="wB97M-V/def2-TZVPD" e_homo_ev=-10.53 smiles="C#CCC(=O)O" gap_ha=0.40740
C -2.117 0.430 0.047 -0.357 -0.902 0.063
C -1.180 -0.315 -0.055 2.400 0.564 -0.548
C 0.236 -0.862 -0.132 -2.013 -0.552 -0.912
C 1.403 0.081 -0.089 -0.052 0.652 0.647
O 2.538 -0.212 0.122 0.515 -1.692 -0.461
O 1.174 1.370 -0.145 -0.563 2.803 -0.189
H -3.103 0.791 0.176 -0.172 0.437 -0.010
H 0.358 -1.376 0.760 0.253 -1.113 2.058
H 0.334 -1.717 -0.831 0.073 0.943 -0.210
H 0.357 1.811 0.148 -0.083 -1.140 -0.436

=====

6.
63
Properties=species:S:1:pos:R:3:forces:R:3 method="wB97M-V/def2-TZVPD" e_homo_ev=-7.20 smiles="COc1ccc(NC(=O)N(Cc2cc3cc(OC)c(OC)cc3[nH]c2=O)C[C@H]2CCCO2)cc1" gap_ha=0.27421
C -8.792 -2.315 0.585 -0.138 0.083 0.068
O -7.653 -2.925 0.037 0.303 -0.083 -0.107
C -6.483 -2.210 0.015 0.068 -0.034 -0.030
C -5.379 -2.865 -0.532 -0.250 0.054 0.081
C -4.157 -2.237 -0.601 -0.023 0.113 0.075
C -3.999 -0.934 -0.123 -0.474 0.085 0.148
N -2.739 -0.347 -0.259 0.312 -0.157 -0.242
C -2.287 0.773 0.376 0.178 -0.082 -0.118
O -2.905 1.396 1.222 -0.362 0.118 0.241
N -1.018 1.168 0.000 0.034 0.031 -0.028
C -0.338 0.763 -1.217 0.075 -0.196 -0.070
C 0.779 -0.206 -0.927 0.203 0.392 -0.090
C 2.046 0.219 -0.695 -0.420 -0.229 -0.144
C 3.095 -0.687 -0.372 0.008 -0.672 0.079
C 4.414 -0.273 -0.118 0.243 -0.214 0.073
C 5.397 -1.184 0.185 0.029 0.031 0.004
O 6.696 -0.888 0.446 -0.132 -0.313 0.000
C 7.091 0.461 0.412 0.044 0.190 -0.008
C 5.076 -2.573 0.243 -0.012 0.132 -0.018
O 6.111 -3.386 0.548 -0.084 0.417 -0.056
C 5.882 -4.772 0.626 -0.064 -0.273 0.011
C 3.784 -2.988 -0.005 0.217 -0.131 0.062
C 2.789 -2.054 -0.313 0.520 0.773 0.040
N 1.505 -2.451 -0.565 -0.262 -0.322 -0.028
C 0.456 -1.619 -0.868 0.341 -0.110 0.075
O -0.654 -2.100 -1.081 -0.323 -0.103 -0.084
C -0.386 2.211 0.771 -0.209 0.304 -0.096
C -0.338 3.564 0.057 -0.227 -0.032 0.515
C -0.129 4.748 1.011 0.049 -0.190 -0.271
C 0.540 5.799 0.118 0.053 -0.077 -0.049
C 1.019 4.987 -1.103 0.094 0.391 -0.251
O 0.779 3.624 -0.821 0.137 -0.269 0.107
C -5.099 -0.281 0.417 0.233 0.078 -0.015
C -6.329 -0.914 0.489 -0.311 -0.277 -0.042
H -9.590 -3.053 0.507 0.017 0.089 0.030
H -9.077 -1.416 0.028 0.015 -0.020 0.036
H -8.644 -2.055 1.639 -0.006 0.010 -0.041
H -5.509 -3.871 -0.898 0.002 -0.118 -0.047
H -3.305 -2.749 -1.023 0.094 -0.081 -0.056
H -2.048 -0.970 -0.676 0.035 0.188 0.070
H -1.055 0.315 -1.907 0.079 0.105 0.032
H 0.084 1.661 -1.676 -0.084 -0.173 -0.059
H 2.273 1.274 -0.763 -0.012 0.174 -0.024
H 4.629 0.782 -0.169 0.099 0.121 0.010
H 8.154 0.461 0.649 -0.075 0.055 -0.022
H 6.941 0.899 -0.580 -0.012 -0.011 0.030
H 6.554 1.056 1.158 0.001 -0.016 -0.030
H 6.844 -5.214 0.881 -0.094 -0.008 -0.020
H 5.541 -5.177 -0.332 0.002 0.029 0.035
H 5.154 -5.017 1.406 0.017 0.023 -0.035
H 3.520 -4.032 0.033 0.040 -0.141 0.023
H 1.285 -3.440 -0.530 -0.072 0.199 -0.030
H -0.974 2.323 1.684 0.178 -0.006 -0.086
H 0.636 1.910 1.023 0.014 0.089 0.063
H -1.267 3.705 -0.518 0.053 -0.041 0.047
H -1.066 5.088 1.442 -0.042 -0.014 0.077
H 0.540 4.443 1.816 -0.010 -0.032 0.063
H 1.372 6.285 0.624 -0.022 0.060 0.002
H -0.169 6.566 -0.190 0.025 0.041 0.017
H 0.462 5.282 -2.004 0.087 -0.024 0.070
H 2.087 5.096 -1.301 -0.090 0.030 -0.033
H -4.989 0.720 0.797 0.005 0.027 0.014
H -7.159 -0.376 0.919 -0.090 0.018 0.031